No. 1
Formula: C13H26CoNO4P2
Source: OMol25
Level of theory: the ωB97M-V functional and the def2-TZVPD basis

Values from the calculation:
calculated total energy	-2931.53051	Ha
multiplicity	5
orbital gap (alpha / beta)	9.28 / 5.94	eV
net charge	+2
relative energy (zero: lowest compared OMol25 entry of this formula, charge and spin)	0.0	kcal/mol

Last column: natural (NBO) charge in e.
Positions of all 47 atoms, in Å:
Co: -0.16 0.20 0.76  1.09
P: 1.97 -0.28 0.76  0.86
C: 2.26 -0.44 -1.04  -0.81
C: 1.08 -1.10 -1.69  0.26
N: -0.10 -0.88 -1.13  -0.58
C: -1.25 -1.16 -1.78  0.23
C: -1.24 -1.96 -2.92  -0.23
C: 0.00 -2.37 -3.44  -0.09
C: 1.16 -1.92 -2.82  -0.23
C: -2.49 -0.53 -1.22  -0.74
P: -1.93 0.88 -0.16  0.87
H: 2.16 -2.14 -3.20  0.25
H: -2.19 -2.25 -3.36  0.25
H: 0.06 -3.05 -4.28  0.26
H: -3.15 -0.15 -2.01  0.28
H: -3.05 -1.22 -0.58  0.28
H: 2.37 0.65 -1.36  0.35
H: 3.16 -1.02 -1.28  0.26
H: 1.45 2.82 -0.90  0.50
O: 1.93 2.23 -1.57  -1.00
H: 2.43 2.82 -2.16  0.50
H: 0.25 3.23 0.86  0.48
O: 0.54 3.67 0.03  -0.95
H: 0.48 4.62 0.18  0.52
C: -1.74 2.20 -1.39  -0.95
H: -2.56 2.17 -2.12  0.26
H: -1.69 3.16 -0.87  0.26
H: -0.79 2.06 -1.93  0.27
C: -3.33 1.29 0.91  -0.95
H: -3.07 2.24 1.38  0.26
H: -4.27 1.36 0.36  0.28
H: -3.40 0.53 1.69  0.26
C: 2.47 -1.87 1.42  -0.94
H: 3.50 -2.13 1.12  0.28
H: 2.36 -1.78 2.50  0.26
H: 1.78 -2.64 1.07  0.26
C: 3.15 0.98 1.31  -0.95
H: 2.82 1.25 2.32  0.25
H: 4.19 0.62 1.32  0.27
H: 3.08 1.86 0.67  0.28
C: -1.20 -1.77 4.26  -0.28
O: -0.44 -1.08 3.24  -0.49
C: -0.87 -1.21 1.97  0.47
O: -1.63 -2.07 1.54  -0.42
H: -0.51 -1.89 5.09  0.23
H: -1.53 -2.75 3.89  0.22
H: -2.06 -1.16 4.56  0.21

***

No. 2
Formula: C25H60O21
Source: OMol25
Level of theory: the ωB97M-V functional and the def2-TZVPD basis

Values from the calculation:
calculated total energy	-2568.41601	Ha
multiplicity	2
orbital gap (alpha / beta)	1.53 / 9.89	eV
net charge	-1

Last column: Mulliken charge in e.
Positions of all 106 atoms, in Å:
C: -3.94 -0.13 -1.18  -1.91
O: -2.58 0.07 -0.94  0.16
H: -4.24 -1.18 -1.14  0.36
H: -4.53 0.45 -0.46  0.11
H: -4.17 0.28 -2.16  0.36
H: -2.36 1.00 -0.98  0.03
C: -1.82 3.70 -3.27  -0.56
O: -0.56 4.29 -3.10  -0.50
H: -2.04 3.73 -4.34  0.37
H: -1.82 2.71 -2.81  0.03
H: -2.70 4.26 -2.96  0.32
H: -0.26 4.19 -2.19  0.30
C: 3.80 -0.75 4.26  -0.67
O: 3.79 -0.01 5.44  -0.49
H: 3.09 -1.58 4.24  0.22
H: 3.74 -0.13 3.37  0.20
H: 4.78 -1.24 4.22  0.44
H: 4.60 0.49 5.61  0.28
C: -0.64 -1.41 -3.23  -0.86
O: -0.90 -1.85 -1.99  0.55
H: -1.16 -0.47 -3.42  0.28
H: 0.45 -1.37 -3.29  0.22
H: -0.87 -2.26 -3.87  0.23
H: -1.58 -1.25 -1.68  -0.03
C: 0.33 1.41 4.84  -0.48
O: 1.05 1.66 6.04  -0.45
H: -0.49 2.13 4.74  0.32
H: 1.09 1.39 4.06  -0.13
H: -0.13 0.42 4.77  0.32
H: 1.09 2.62 6.04  0.33
C: 3.55 3.75 -1.13  -0.08
O: 3.33 4.71 -0.04  -0.48
H: 3.48 2.72 -0.79  0.04
H: 2.80 3.93 -1.90  -0.10
H: 4.50 3.89 -1.64  0.36
H: 2.46 5.09 -0.19  0.30
C: 2.09 4.09 2.92  -0.02
O: 1.46 5.37 3.03  -0.50
H: 1.64 3.47 2.14  -0.27
H: 3.14 4.21 2.68  0.33
H: 2.08 3.50 3.84  0.14
H: 1.77 5.92 3.75  0.27
C: 3.57 -4.35 0.61  -0.30
O: 3.86 -3.87 -0.71  -0.55
H: 2.49 -4.46 0.66  -0.03
H: 4.02 -5.35 0.60  0.29
H: 3.93 -3.73 1.42  0.17
H: 3.02 -3.87 -1.18  0.44
C: 1.22 -4.75 -2.80  -0.68
O: 1.05 -4.00 -1.59  -0.23
H: 2.26 -4.83 -3.11  0.31
H: 0.88 -5.79 -2.69  0.22
H: 0.61 -4.18 -3.51  0.26
H: 0.38 -3.34 -1.78  0.16
C: -1.45 -4.66 2.49  -1.95
C: -2.32 -4.79 1.26  -0.42
C: -1.85 -4.04 0.05  1.82
O: -1.73 -5.05 -0.96  -0.41
C: -1.98 -6.30 -0.49  0.54
O: -2.05 -7.36 -1.07  -0.58
O: -2.25 -6.14 0.86  0.02
H: -1.82 -5.39 3.21  0.41
H: -1.44 -3.70 3.00  0.73
H: -0.38 -4.80 2.36  0.28
H: -3.36 -4.54 1.50  0.51
H: -0.94 -3.45 0.14  -1.42
H: -2.70 -3.40 -0.19  0.01
C: -3.57 0.51 2.90  -0.85
C: -5.03 0.44 2.46  0.86
C: -5.98 0.55 3.62  -1.15
O: -7.05 1.37 3.12  -0.11
C: -6.58 2.11 2.17  0.63
O: -7.07 3.18 1.88  -0.58
O: -5.39 1.63 1.73  -0.36
H: -3.43 1.35 3.59  0.39
H: -2.83 0.75 2.15  -0.49
H: -3.20 -0.41 3.35  0.46
H: -5.23 -0.44 1.84  0.21
H: -5.55 0.83 4.59  0.21
H: -6.29 -0.45 3.91  0.50
C: 0.92 -1.20 1.46  -0.77
C: 1.17 0.27 1.10  0.98
C: 1.61 0.52 -0.31  -0.03
O: 0.65 1.42 -0.85  0.70
C: -0.18 1.80 0.07  0.19
O: -1.06 2.62 -0.06  -0.62
O: -0.03 1.06 1.20  -0.34
H: 0.35 -1.81 0.75  -0.41
H: 0.34 -1.33 2.38  0.27
H: 1.92 -1.61 1.50  0.44
H: 1.88 0.76 1.77  -0.26
H: 1.57 -0.45 -0.79  -0.07
H: 2.64 0.84 -0.45  0.16
C: 1.90 2.40 -7.00  -1.54
C: 2.71 2.43 -5.75  0.52
C: 1.96 3.15 -4.60  -0.50
O: 2.26 2.29 -3.52  0.07
C: 2.53 1.05 -3.99  0.52
O: 2.78 0.08 -3.35  -0.56
O: 2.70 1.10 -5.29  -0.36
H: 2.49 1.89 -7.76  0.41
H: 1.80 3.44 -7.31  0.40
H: 0.94 1.91 -6.83  0.35
H: 3.71 2.86 -5.88  0.32
H: 0.89 3.28 -4.72  0.10
H: 2.40 4.13 -4.45  0.39

***

No. 3
Formula: C29H36CoFN5OS
Source: OMol25
Level of theory: the ωB97M-V functional and the def2-TZVPD basis

Values from the calculation:
calculated total energy	-3356.50625	Ha
multiplicity	2
orbital gap (alpha / beta)	6.39 / 6.38	eV
net charge	0

Last column: Mulliken charge in e.
Positions of all 74 atoms, in Å:
Co: -1.24 -0.76 0.28  0.21
C: -4.86 -2.79 -1.20  -1.68
C: -3.74 -1.87 -0.82  1.01
N: -2.99 -2.02 0.22  0.84
N: -3.25 -3.10 0.99  -1.30
C: -2.43 -3.16 2.02  0.47
N: -2.58 -4.25 2.81  -0.40
S: -1.24 -2.00 2.38  -0.47
C: -3.37 -0.76 -1.71  0.57
C: -4.22 -0.33 -2.71  -0.91
C: -3.83 0.70 -3.55  -0.45
C: -2.58 1.26 -3.38  -1.20
C: -1.79 0.79 -2.36  0.35
N: -2.17 -0.18 -1.52  0.09
H: -4.82 -3.68 -0.58  0.37
H: -4.78 -3.08 -2.25  0.40
H: -5.83 -2.30 -1.05  0.34
H: -3.36 -4.85 2.65  0.23
H: -2.09 -4.28 3.69  0.22
H: -5.19 -0.80 -2.82  0.44
H: -4.50 1.05 -4.34  0.41
H: -2.22 2.05 -4.03  0.48
H: -0.80 1.19 -2.20  0.15
C: 1.06 0.45 3.81  -1.49
C: 0.45 1.48 2.85  0.36
C: -1.05 1.23 2.62  -0.58
C: 1.34 1.61 1.62  0.53
C: 2.16 2.74 1.60  -0.52
C: 3.11 2.95 0.61  -1.74
C: 3.23 2.02 -0.41  0.13
C: 2.41 0.89 -0.45  1.01
C: 2.56 -0.06 -1.63  0.93
C: 4.00 -0.53 -1.82  -1.75
C: 2.03 0.59 -2.92  -1.32
C: 1.47 0.66 0.59  -1.12
N: 0.70 -0.55 0.53  1.75
C: 1.45 -1.72 0.63  0.19
C: 2.68 -1.84 1.27  -0.54
C: 3.33 -3.07 1.39  -0.84
C: 2.79 -4.22 0.84  -0.64
C: 1.58 -4.12 0.14  -0.73
C: 0.97 -2.90 0.05  0.14
F: -0.20 -2.80 -0.66  -0.28
H: 0.54 0.47 4.78  0.45
H: 2.12 0.67 3.99  0.35
H: 0.99 -0.56 3.41  0.21
H: 0.50 2.45 3.35  0.55
H: -1.21 0.39 1.95  -0.38
H: -1.54 2.11 2.20  0.02
H: -1.55 0.96 3.55  0.53
H: 2.07 3.46 2.40  0.37
H: 3.75 3.82 0.64  0.35
H: 3.96 2.18 -1.20  0.28
H: 1.95 -0.94 -1.45  -0.18
H: 4.67 0.29 -2.10  0.34
H: 4.05 -1.28 -2.61  0.45
H: 4.38 -0.98 -0.90  0.38
H: 2.55 1.53 -3.13  0.23
H: 0.96 0.80 -2.84  0.21
H: 2.18 -0.08 -3.77  0.50
H: 3.12 -0.95 1.72  0.41
H: 4.27 -3.12 1.92  0.43
H: 3.28 -5.17 0.94  0.41
H: 1.12 -4.99 -0.33  0.47
C: 0.34 3.80 -1.42  -1.14
C: -0.58 3.35 -0.31  0.95
C: -1.12 4.38 0.65  -1.45
O: -0.90 2.18 -0.22  -0.21
H: 0.88 4.71 -1.16  0.47
H: -0.27 4.00 -2.31  0.30
H: 1.05 3.01 -1.65  0.05
H: -0.73 5.38 0.45  0.40
H: -0.85 4.09 1.67  0.28
H: -2.21 4.39 0.59  0.35